1.
# C32H39MoN4O2P2

A structure of composition C32H39MoN4O2P2 in a non-equilibrium geometry (ωB97M-V with the def2-TZVPD basis set, OMol25).

```
80
Properties=species:S:1:pos:R:3:lowdin_spin:R:1
Mo -1.217 0.490 0.422 1.644
C -0.923 2.385 4.202 0.001
C -1.087 2.421 2.746 0.010
O -1.206 1.151 2.239 0.074
C -1.217 3.552 1.987 0.008
C -1.065 4.888 2.583 0.003
C -1.179 6.044 1.856 0.001
C -1.575 5.937 0.468 0.010
C -1.863 4.713 -0.143 -0.001
C -1.609 3.538 0.594 0.012
O -1.726 2.365 -0.062 0.073
H -1.924 2.865 4.646 0.002
H -0.193 3.080 4.630 0.000
H -0.777 1.411 4.560 0.000
H -0.932 5.056 3.627 0.000
H -0.933 7.039 2.254 0.000
H -1.758 6.859 -0.118 0.000
H -1.988 4.627 -1.202 0.000
C 2.082 2.342 0.021 0.020
P 1.160 0.955 -0.638 0.039
C 2.230 -0.501 -0.636 0.003
N 3.464 -0.345 -1.024 0.002
C 4.177 -1.503 -1.204 0.001
C 5.498 -1.373 -1.677 0.000
C 6.256 -2.466 -1.874 0.000
C 5.685 -3.740 -1.619 0.001
C 4.375 -3.939 -1.277 0.000
C 3.547 -2.836 -1.022 0.001
N 2.287 -2.924 -0.529 -0.001
C 1.640 -1.769 -0.335 0.000
P -0.031 -1.752 0.379 0.005
C -0.908 -2.887 -0.755 0.009
C 0.240 -2.564 2.026 -0.005
C 0.467 -4.078 1.802 -0.002
C -1.044 -2.340 2.795 0.000
C 1.468 -1.903 2.708 0.000
C 0.816 1.279 -2.476 -0.006
C -0.052 0.046 -2.823 0.004
C 2.035 1.389 -3.300 -0.002
C -0.107 2.464 -2.553 0.000
H 3.122 2.070 0.078 0.002
H 1.677 2.622 0.998 0.002
H 1.957 3.217 -0.589 0.001
H 5.897 -0.366 -1.767 0.000
H 7.280 -2.428 -2.260 0.000
H 6.337 -4.610 -1.748 0.000
H 4.006 -4.882 -1.038 0.000
H -0.292 -3.827 -0.858 0.001
H -0.962 -2.468 -1.760 0.000
H -1.930 -3.290 -0.533 0.000
H -0.468 -4.495 1.403 0.000
H 0.749 -4.492 2.768 -0.001
H 1.267 -4.337 1.075 0.000
H -1.878 -2.824 2.380 0.000
H -1.340 -1.281 2.705 0.000
H -0.915 -2.521 3.865 0.000
H 2.376 -2.083 2.153 0.000
H 1.595 -2.377 3.697 0.000
H 1.344 -0.834 2.796 0.001
H 0.498 -0.910 -2.810 0.000
H -0.398 -0.019 -3.867 0.000
H -0.960 -0.214 -2.269 0.002
H 2.699 0.521 -3.173 0.000
H 2.722 2.183 -3.050 0.000
H 1.711 1.615 -4.304 -0.001
H -1.092 2.118 -2.194 0.000
H -0.268 2.725 -3.615 0.000
H 0.118 3.319 -1.950 0.000
N -7.418 -2.754 -1.807 0.002
C -6.593 -2.053 -1.394 0.000
C -5.411 -1.366 -0.908 0.004
C -4.771 -1.875 0.219 0.000
C -3.555 -1.354 0.508 0.014
N -3.049 -0.284 -0.166 0.049
C -3.842 0.393 -1.011 0.011
C -5.026 -0.160 -1.470 0.002
H -5.157 -2.695 0.825 0.000
H -2.977 -1.746 1.264 0.001
H -3.569 1.411 -1.260 0.001
H -5.596 0.373 -2.211 0.001
```

## Properties
- HOMO-LUMO gap (spin up / spin down): 4.98 / 5.55 eV
- Relative energy (zero: lowest compared OMol25 entry of this formula, charge and spin): 32.51 kcal/mol
- E_HOMO (spin up / spin down): -0.605 / -0.605 Ha
- Spin multiplicity: 3
- E_LUMO (spin up / spin down): -11.5 / -10.9 eV
- Total charge: +3
- Energy: -2362.1676 Eh



2.
# C32H39N2NiO2P2Si2

A structure of composition C32H39N2NiO2P2Si2 (ωB97M-V with the def2-TZVPD basis set, OMol25).

```
80
Properties=species:S:1:pos:R:3:lowdin_spin:R:1
Ni -0.834 -0.320 1.705 1.662
C 0.328 -5.132 0.353 0.004
Si -0.003 -3.723 1.572 0.006
C -1.238 -4.336 2.844 0.000
C 1.636 -3.443 2.449 0.000
N -0.654 -2.328 0.840 0.040
P -0.509 -1.561 -0.556 0.023
C -0.885 0.041 -0.323 0.093
P -0.237 1.537 -0.009 0.023
N -0.355 1.815 1.562 0.039
Si -0.630 3.186 2.529 0.007
C -0.770 2.649 4.319 0.000
C -2.211 4.105 2.080 0.000
C 0.775 4.446 2.430 0.003
C 1.489 1.736 -0.564 0.004
C 1.819 1.558 -1.907 0.002
C 3.137 1.633 -2.323 0.000
C 4.144 1.890 -1.399 0.000
C 3.826 2.058 -0.060 0.000
C 2.502 1.977 0.357 0.001
C -1.081 2.847 -0.968 0.001
C -2.403 2.643 -1.350 0.004
C -3.115 3.651 -1.984 0.000
C -2.507 4.871 -2.249 0.002
C -1.183 5.078 -1.886 0.000
C -0.474 4.069 -1.249 0.002
C 1.165 -1.835 -1.245 0.003
C 2.238 -1.486 -0.422 0.001
C 3.542 -1.615 -0.866 0.000
C 3.798 -2.098 -2.145 0.002
C 2.741 -2.449 -2.969 0.000
C 1.431 -2.318 -2.522 0.002
C -1.601 -2.258 -1.839 0.003
C -2.145 -3.530 -1.724 0.001
C -2.971 -4.038 -2.721 0.000
C -3.256 -3.273 -3.842 0.000
C -2.730 -1.991 -3.957 0.000
C -1.915 -1.486 -2.956 0.003
H 0.934 -5.902 0.840 0.001
H 0.886 -4.771 -0.517 0.000
H -0.584 -5.612 -0.008 0.000
H -0.870 -5.215 3.380 0.000
H -2.185 -4.596 2.364 0.000
H -1.448 -3.549 3.573 0.000
H 1.876 -4.304 3.080 0.000
H 1.582 -2.554 3.080 0.000
H 2.454 -3.320 1.734 0.000
H -1.665 2.038 4.459 0.000
H -0.835 3.514 4.985 0.000
H 0.094 2.048 4.608 0.000
H -3.061 3.417 2.098 0.000
H -2.155 4.540 1.079 0.000
H -2.413 4.913 2.790 0.000
H 1.710 4.026 2.808 0.000
H 0.541 5.333 3.027 0.001
H 0.948 4.772 1.402 0.000
H 1.034 1.344 -2.625 0.001
H 3.384 1.480 -3.367 0.000
H 5.176 1.947 -1.724 0.000
H 4.608 2.249 0.665 0.000
H 2.239 2.088 1.402 0.000
H -2.856 1.680 -1.140 0.001
H -4.146 3.485 -2.272 0.000
H -3.063 5.659 -2.744 0.000
H -0.703 6.025 -2.099 0.000
H 0.561 4.230 -0.971 0.000
H 2.041 -1.101 0.573 -0.001
H 4.360 -1.328 -0.217 0.000
H 4.818 -2.198 -2.495 0.000
H 2.933 -2.828 -3.966 0.000
H 0.614 -2.604 -3.174 0.000
H -1.936 -4.112 -0.837 0.000
H -3.394 -5.029 -2.617 0.000
H -3.898 -3.668 -4.620 0.000
H -2.967 -1.383 -4.821 0.000
H -1.531 -0.473 -3.015 0.002
O 0.155 -0.709 3.577 0.030
C -0.986 -0.707 4.095 0.003
O -2.029 -0.515 3.422 0.032
H -1.081 -0.879 5.180 0.001
```

## Properties
- HOMO-LUMO gap (spin up / spin down): 6.98 / 7.41 eV
- Relative energy (zero: lowest compared OMol25 entry of this formula, charge and spin): 0.00 kcal/mol
- E_HOMO (spin up / spin down): -0.157 / -0.173 Ha
- Spin multiplicity: 3
- E_LUMO (spin up / spin down): 2.7 / 2.7 eV
- Total charge: -1
- Energy: -4273.0352 Eh



3.
# C32H39N2NiOS5SiTe

A structure of composition C32H39N2NiOS5SiTe in a non-equilibrium geometry (ωB97M-V with the def2-TZVPD basis set, OMol25).

```
82
Properties=species:S:1:pos:R:3:lowdin_spin:R:1
Ni 0.190 -0.387 -0.104 0.852
S -2.549 -5.849 3.823 -0.002
C -1.865 -4.657 2.875 0.000
S -2.293 -4.366 1.239 0.002
C -1.204 -3.034 0.905 -0.003
C -0.427 -2.658 1.952 0.004
S 0.724 -1.362 1.920 0.015
S -0.657 -3.571 3.426 0.005
S -1.200 -2.302 -0.661 0.000
C 2.216 1.669 1.923 -0.001
Si 3.154 0.843 0.504 0.000
C 4.275 2.187 -0.233 0.000
C 4.327 -0.406 1.315 -0.001
N 2.064 0.206 -0.657 -0.003
C 2.428 -0.378 -1.836 0.002
C 1.444 -0.730 -2.787 0.005
C 1.761 -1.333 -3.986 0.000
C 3.082 -1.593 -4.335 0.002
C 4.076 -1.216 -3.441 0.000
C 3.765 -0.622 -2.232 0.001
H 2.415 2.742 1.964 0.000
H 2.500 1.233 2.880 0.000
H 1.138 1.530 1.818 -0.001
H 4.755 2.747 0.573 0.000
H 3.697 2.889 -0.834 0.000
H 5.060 1.774 -0.867 0.000
H 4.926 0.102 2.076 0.000
H 5.009 -0.883 0.614 0.000
H 3.746 -1.187 1.804 0.000
H 0.401 -0.507 -2.561 0.003
H 0.960 -1.602 -4.665 0.000
H 3.328 -2.072 -5.275 0.000
H 5.118 -1.392 -3.690 0.000
H 4.566 -0.349 -1.563 0.000
C 0.484 2.959 -0.940 0.002
C -0.893 2.314 -0.990 0.008
O -1.797 3.001 -1.517 0.019
N -1.068 1.102 -0.474 0.015
Te -3.243 0.626 -0.779 0.045
C -5.258 1.049 -1.658 0.011
C -6.424 0.632 -1.010 0.002
C -6.412 0.070 0.387 0.001
C -7.652 0.759 -1.660 0.001
C -7.751 1.287 -2.936 0.000
C -9.082 1.415 -3.629 0.000
C -6.582 1.689 -3.570 0.000
C -5.342 1.568 -2.954 0.000
C -4.107 1.988 -3.706 0.003
C -3.684 1.811 0.933 0.001
C -4.209 3.101 0.864 0.001
C -4.416 3.842 -0.428 0.000
C -4.524 3.761 2.053 0.000
C -4.320 3.183 3.295 0.001
C -4.670 3.911 4.565 0.000
C -3.770 1.910 3.337 0.000
C -3.449 1.212 2.179 0.001
C -2.864 -0.166 2.308 0.002
H 0.390 3.991 -1.271 0.000
H 1.168 2.411 -1.586 0.001
H 0.896 2.923 0.067 0.000
H -5.572 -0.612 0.533 0.001
H -7.336 -0.472 0.592 0.000
H -6.308 0.866 1.125 0.000
H -8.552 0.429 -1.150 0.000
H -9.882 1.001 -3.016 0.000
H -9.080 0.886 -4.584 0.000
H -9.322 2.460 -3.836 0.000
H -6.636 2.108 -4.570 0.000
H -4.365 2.649 -4.534 0.000
H -3.599 1.114 -4.123 0.000
H -3.383 2.486 -3.058 0.001
H -3.530 3.744 -1.059 0.000
H -4.593 4.898 -0.223 0.000
H -5.272 3.454 -0.980 0.000
H -4.935 4.764 1.994 0.000
H -5.091 4.894 4.351 0.000
H -3.787 4.052 5.192 0.000
H -5.400 3.349 5.151 0.000
H -3.581 1.439 4.296 0.000
H -2.774 -0.452 3.356 0.000
H -1.866 -0.216 1.859 0.001
H -3.478 -0.911 1.797 0.001
```

## Properties
- HOMO-LUMO gap (spin up / spin down): 4.41 / 4.74 eV
- E_HOMO (spin up / spin down): -0.037 / -0.039 Ha
- Spin multiplicity: 2
- E_LUMO (spin up / spin down): 3.4 / 3.7 eV
- Total charge: -2
- Energy: -5484.3833 Eh



4.
# C32H40B3F36O16Sn

A structure of composition C32H40B3F36O16Sn in a non-equilibrium geometry (ωB97M-V with the def2-TZVPD basis set, OMol25).

```
128
Properties=species:S:1:pos:R:3:mulliken_charge:R:1
Sn 16.308 13.653 -3.536 2.002
B 12.650 12.510 -1.570 0.211
F 11.406 13.039 -1.831 -0.391
F 12.587 11.200 -1.918 -0.335
F 13.615 13.142 -2.360 0.051
F 13.016 12.747 -0.270 -0.377
B 16.293 15.855 -6.044 -1.757
F 16.433 16.651 -7.126 0.538
F 16.429 14.533 -6.319 -0.472
F 17.230 16.151 -5.155 0.079
F 15.189 15.953 -5.250 0.428
B 16.466 10.109 -3.091 0.159
F 16.983 9.609 -1.931 -0.387
F 17.358 10.867 -3.778 -0.236
F 16.125 9.077 -3.915 -0.378
F 15.394 10.939 -2.763 -0.330
C 13.163 16.480 0.149 -1.331
C 12.564 16.685 -1.264 0.260
O 13.258 17.857 -1.816 -0.233
C 14.383 17.621 -2.477 -0.040
O 14.922 16.481 -2.521 -0.241
C 15.119 18.882 -2.991 0.907
F 15.652 18.707 -4.176 0.035
F 14.240 19.884 -3.039 -0.291
F 16.045 19.089 -2.122 -0.205
H 12.690 15.644 0.664 0.411
H 13.044 17.373 0.763 0.365
H 14.231 16.264 0.115 0.247
H 11.486 16.811 -1.163 0.377
H 12.691 15.854 -1.958 -0.119
C 18.119 20.397 -4.175 -0.578
C 18.809 21.365 -5.148 -0.684
O 20.128 20.836 -5.298 -0.049
C 21.059 21.462 -6.097 0.236
O 20.766 22.469 -6.783 -0.586
C 22.474 20.814 -6.196 0.944
F 23.310 21.723 -6.048 -0.223
F 22.603 19.874 -5.271 -0.240
F 22.611 20.153 -7.394 -0.245
H 17.135 20.728 -3.843 0.519
H 18.671 20.158 -3.266 0.231
H 17.887 19.435 -4.632 -0.131
H 18.609 22.370 -4.775 0.441
H 18.309 21.437 -6.114 0.327
C 10.530 13.424 -4.674 -1.270
C 11.245 14.435 -5.469 0.229
O 11.865 13.762 -6.596 -0.370
C 13.152 13.360 -6.566 0.486
O 13.789 13.291 -5.491 -0.363
C 13.763 13.023 -7.941 0.654
F 14.526 14.026 -8.386 -0.187
F 14.589 11.973 -7.908 -0.263
F 12.847 12.734 -8.860 -0.273
H 10.223 12.600 -5.318 0.354
H 9.729 13.945 -4.150 0.398
H 11.269 12.889 -4.078 0.128
H 12.021 14.933 -4.887 0.109
H 10.609 15.175 -5.954 0.333
C 18.762 12.796 -9.523 -1.140
C 18.647 12.432 -8.008 0.791
O 19.892 12.675 -7.412 -0.275
C 20.052 12.882 -6.111 0.369
O 19.171 12.945 -5.263 -0.307
C 21.465 13.198 -5.645 0.765
F 21.974 12.103 -5.071 -0.267
F 22.215 13.803 -6.604 -0.173
F 21.427 14.082 -4.643 -0.197
H 19.056 13.840 -9.625 0.125
H 17.744 12.650 -9.885 0.388
H 19.437 12.154 -10.090 0.392
H 18.323 11.396 -7.913 0.411
H 17.933 13.042 -7.455 -0.585
C 16.218 18.560 -10.187 -1.221
C 16.134 17.063 -10.058 1.375
O 15.638 16.474 -11.282 -0.365
C 14.311 16.340 -11.710 0.313
O 13.372 16.800 -11.198 -0.475
C 14.241 15.609 -13.046 0.888
F 13.025 15.311 -13.510 -0.258
F 14.746 16.442 -13.976 -0.251
F 14.899 14.445 -12.949 -0.225
H 16.402 18.788 -9.137 0.253
H 15.350 19.187 -10.391 0.366
H 17.153 18.893 -10.636 0.329
H 15.431 16.887 -9.243 -0.331
H 17.112 16.655 -9.805 -0.368
C 13.298 18.136 -6.731 -0.064
C 11.935 17.550 -7.021 0.404
O 10.797 18.140 -6.429 -0.353
C 10.540 18.047 -5.082 0.422
O 11.264 17.527 -4.250 -0.482
C 9.181 18.617 -4.634 0.776
F 8.302 17.626 -4.522 -0.238
F 9.288 19.243 -3.500 -0.222
F 8.781 19.478 -5.591 -0.266
H 13.620 19.062 -7.207 0.492
H 14.063 17.460 -7.112 -0.333
H 13.609 18.169 -5.686 -0.332
H 11.901 16.567 -6.550 -0.356
H 11.763 17.406 -8.088 0.350
C 19.330 18.012 -7.576 -0.878
C 19.495 16.579 -8.070 1.291
O 20.548 16.351 -9.019 -0.446
C 21.839 16.401 -8.715 0.461
O 22.341 16.863 -7.691 -0.531
C 22.674 15.742 -9.877 0.757
F 23.714 15.103 -9.318 -0.238
F 21.903 14.842 -10.451 -0.198
F 23.143 16.697 -10.736 -0.256
H 19.190 18.780 -8.337 0.437
H 20.246 18.328 -7.077 0.218
H 18.533 18.164 -6.848 -0.064
H 18.531 16.196 -8.404 -0.431
H 19.692 15.900 -7.241 -0.232
C 22.572 14.288 -0.172 -1.348
C 21.709 14.303 -1.389 0.035
O 21.334 15.717 -1.655 -0.321
C 20.062 15.819 -2.335 -0.042
O 19.312 14.901 -2.664 -0.221
C 19.799 17.259 -2.727 0.895
F 18.422 17.501 -2.808 -0.013
F 20.260 18.058 -1.784 -0.298
F 20.487 17.525 -3.833 -0.102
H 22.894 13.259 -0.011 0.384
H 22.046 14.652 0.710 0.338
H 23.313 15.084 -0.245 0.331
H 21.007 13.474 -1.300 0.301
H 22.286 13.981 -2.256 0.173
```

## Properties
- HOMO-LUMO gap: 8.30 eV
- E_HOMO: -0.321 Ha
- E_LUMO: -0.4 eV
- Total charge: -1
- Energy: -6331.9794 Eh



5.
# C32H40BBrClN4O5P

A cluster of 5 separate species, C32H40BBrClN4O5P in total in a non-equilibrium geometry (ωB97M-V with the def2-TZVPD basis set, OMol25).

```
85
Properties=species:S:1:pos:R:3:mulliken_charge:R:1
C 1.353 -1.690 4.212 -1.153
C 1.821 -0.425 3.451 -1.338
C 1.921 -0.670 1.967 0.289
C 3.054 -1.308 1.456 0.274
Br 4.426 -1.888 2.621 -0.146
C 3.216 -1.582 0.102 0.366
O 4.331 -2.187 -0.368 -0.432
C 5.044 -1.432 -1.364 -0.648
C 6.549 -1.568 -1.214 0.422
C 7.034 -1.427 0.211 -1.377
O 7.080 -0.531 -2.052 -0.576
C 2.187 -1.258 -0.769 -0.609
C 1.050 -0.639 -0.298 0.153
C 0.900 -0.320 1.057 -0.372
C -0.351 0.394 1.472 0.456
O -0.393 1.128 2.433 -0.587
C -1.573 0.183 0.621 0.471
C -1.390 -0.163 -0.718 0.458
C -2.472 -0.345 -1.565 -1.241
C -3.767 -0.220 -1.103 -0.205
B -5.006 -0.441 -2.077 0.725
C -5.371 0.626 -3.154 -0.958
O -5.743 -1.599 -1.967 -0.618
C -3.932 0.103 0.248 0.442
Cl -5.600 0.218 0.772 -0.210
C -2.884 0.338 1.141 -0.213
P -3.344 0.780 2.883 0.055
C -2.818 2.512 3.226 -0.611
C -2.469 3.349 1.991 -0.871
C -2.396 -0.337 3.979 -0.602
C -2.523 -1.799 3.536 -1.209
C -0.024 -0.329 -1.279 0.256
O 0.196 -0.265 -2.471 -0.620
H 2.050 -1.927 5.015 0.330
H 1.361 -2.556 3.550 0.337
H 0.362 -1.564 4.641 0.286
H 1.205 0.432 3.674 0.447
H 2.824 -0.184 3.802 0.662
H 4.741 -1.771 -2.356 0.276
H 4.794 -0.372 -1.283 0.435
H 6.902 -2.511 -1.640 0.188
H 6.633 -0.497 0.629 0.252
H 6.652 -2.235 0.831 0.233
H 8.120 -1.363 0.250 0.558
H 7.762 -0.068 -1.556 0.339
H 2.280 -1.485 -1.823 0.555
H -2.293 -0.607 -2.602 0.621
H -6.115 1.302 -2.717 0.276
H -4.507 1.245 -3.402 0.354
H -5.781 0.183 -4.060 0.274
H -6.005 -1.779 -1.057 0.321
H -3.656 2.983 3.739 0.642
H -1.982 2.510 3.926 0.397
H -2.980 2.997 1.094 -0.142
H -1.401 3.323 1.783 0.190
H -2.742 4.392 2.150 0.499
H -2.873 -0.226 4.955 0.625
H -1.352 -0.058 4.121 0.198
H -1.749 -2.066 2.817 0.174
H -2.408 -2.450 4.404 0.438
H -3.516 -1.996 3.129 0.363
C -2.846 -4.122 -3.727 -0.878
C -3.015 -2.882 -4.471 0.494
N -3.142 -1.874 -5.001 -0.480
H -2.063 -3.998 -2.981 0.236
H -3.779 -4.378 -3.227 0.267
H -2.569 -4.928 -4.404 0.364
C 8.144 2.450 2.015 -0.720
C 9.134 1.574 1.401 0.381
N 9.897 0.873 0.912 -0.407
H 8.479 2.749 3.006 0.292
H 8.006 3.338 1.402 0.271
H 7.194 1.925 2.104 0.208
C -5.537 3.741 -0.122 -0.365
C -5.650 4.649 1.011 0.202
N -5.738 5.356 1.909 -0.444
H -4.493 3.643 -0.412 0.254
H -5.923 2.762 0.154 -0.049
H -6.104 4.127 -0.968 0.440
C -0.689 0.255 -6.040 -0.199
C -0.834 1.541 -6.710 0.221
N -0.949 2.553 -7.235 -0.392
H 0.035 0.341 -5.231 0.113
H -1.644 -0.063 -5.629 -0.012
H -0.345 -0.494 -6.751 0.308
```

## Properties
- HOMO-LUMO gap: 6.73 eV
- E_HOMO: -0.298 Ha
- E_LUMO: -1.4 eV
- Energy: -5239.0259 Eh